{
  "formula": "C4H10NO",
  "method": "the ωB97M-V functional and the def2-TZVPD basis",
  "e_tot_ha": -287.94212,
  "homo_lumo_gap_ev": [9.07, 9.07],
  "de_lowest_kcal_mol": 138.7,
  "homo_ev": [-14.6412, -14.6407],
  "total_charge": 1,
  "elements": ["C", "C", "C", "C", "N", "O", "H", "H", "H", "H", "H", "H", "H", "H", "H", "H"],
  "coordinates": [[0.721, -1.510, 0.227], [0.335, -0.152, -1.833], [-0.771, 1.321, 1.800], [-0.188, -0.767, -0.617], [-0.219, 1.180, 0.533], [0.142, 1.957, -0.286], [1.604, -1.000, 0.131], [0.284, -1.594, 1.141], [0.576, -2.622, -0.115], [0.631, 0.899, -1.628], [-0.274, -0.186, -2.667], [1.399, -0.456, -2.198], [-1.804, 0.756, 1.727], [-1.107, 2.262, 2.008], [-0.128, 0.702, 2.343], [-1.200, -0.792, -0.567]],
  "mulliken_charge": [-1.2002, -1.1405, -0.8048, 0.2826, 0.3383, -0.3732, 0.4541, 0.4044, 0.3234, 0.3847, 0.3852, 0.3264, 0.3090, 0.3793, 0.3699, 0.5617]
}



{
  "formula": "Cl3H2N3",
  "method": "the ωB97M-V functional and the def2-TZVPD basis",
  "e_tot_ha": -1545.85855,
  "homo_lumo_gap_ev": 9.55,
  "de_lowest_kcal_mol": 22.0,
  "homo_ev": -9.9267,
  "elements": ["N", "N", "N", "Cl", "Cl", "Cl", "H", "H"],
  "coordinates": [[1.317, -0.060, 0.351], [0.082, 0.463, 0.406], [-0.923, -0.613, 0.510], [-0.386, 1.619, -0.973], [-1.188, -1.584, -0.963], [-2.461, 0.084, 0.759], [1.542, -0.736, -0.499], [2.016, 0.826, 0.410]],
  "mulliken_charge": [-0.4529, 0.0160, -0.0363, -0.1010, -0.0306, 0.0121, 0.2832, 0.3094]
}



{
  "formula": "C11H15N2O",
  "method": "the ωB97M-V functional and the def2-TZVPD basis",
  "e_tot_ha": -612.53094,
  "homo_lumo_gap_ev": [6.20, 6.06],
  "de_lowest_kcal_mol": 69.6,
  "homo_ev": [-10.4451, -10.2888],
  "total_charge": 1,
  "elements": ["C", "C", "C", "C", "C", "C", "C", "C", "C", "C", "C", "N", "N", "O", "H", "H", "H", "H", "H", "H", "H", "H", "H", "H", "H", "H", "H", "H", "H"],
  "coordinates": [[1.457, -0.900, -2.329], [0.860, -2.125, -2.487], [0.928, 0.169, -1.685], [-0.341, -2.415, -1.879], [-0.327, -0.089, -1.055], [-0.851, -1.420, -1.057], [-2.618, -0.823, 0.558], [-1.080, 0.875, -0.242], [1.919, 0.254, 1.517], [0.605, 2.279, 2.334], [0.671, 0.770, 2.139], [-1.958, -1.748, -0.234], [-2.238, 0.463, 0.293], [-0.809, 2.210, -0.198], [2.469, -0.862, -2.691], [1.496, -2.840, -2.989], [1.403, 1.200, -1.796], [-0.699, -3.376, -2.118], [-3.575, -0.943, 1.043], [2.301, -0.609, 2.101], [2.728, 0.960, 1.532], [1.531, -0.052, 0.505], [0.289, 2.492, 3.309], [-0.065, 2.870, 1.678], [1.652, 2.604, 2.053], [-0.113, 0.178, 2.350], [-2.335, -2.687, -0.269], [-2.814, 1.167, 0.738], [-0.485, 2.397, -1.120]],
  "mulliken_charge": [-0.5313, -0.5323, -0.6188, -0.8756, 0.6184, 0.3776, -0.2940, 0.6013, -0.7909, -0.9387, -0.3263, -0.0578, -0.0049, -0.5289, 0.3952, 0.3769, 0.2557, 0.4148, 0.3810, 0.3321, 0.3824, 0.0233, 0.3550, 0.2301, 0.2371, 0.6207, 0.2433, 0.3136, 0.3409]
}